No. 1
Formula: C38H78ClFO14P
Source: OMol25
Level of theory: ωB97M-V with the def2-TZVPD basis set

Last column: Mulliken charge in e.
CARTESIAN COORDINATES (ANGSTROEM)
C1 0.43955 -2.03884 2.69972  -0.5512
C2 0.68892 -0.55367 3.19841  -0.5480
C3 0.14955 0.56512 2.20498  -0.6230
C4 1.24961 1.08993 1.17945  -0.3921
C5 1.22870 0.34808 -0.22219  0.1259
C6 2.27787 0.99686 -1.24261  -0.8878
P1 4.05595 0.50768 -0.88332  1.1987
C7 4.14767 -1.35692 -0.61035  -1.1099
F1 4.58413 1.37869 0.44408  -0.3417
C8 5.10852 1.03417 -2.34989  -0.8159
C9 6.66814 1.06344 -2.05788  0.0696
C10 7.18042 2.39052 -1.34575  -1.0988
Cl1 7.29587 -0.36917 -1.11841  -0.1494
H1 0.68457 -2.73719 3.56609  0.2674
H2 1.15879 -2.34417 1.86847  0.1450
H3 -0.63466 -2.23255 2.44050  -0.1158
H4 1.78830 -0.41606 3.45064  0.3740
H5 0.13631 -0.42105 4.18152  0.3921
H6 -0.83102 0.28501 1.70446  0.1729
H7 -0.10793 1.46009 2.86228  0.4304
H8 2.27504 0.99571 1.64214  0.1575
H9 1.01959 2.17984 0.98632  0.3352
H10 0.19314 0.56223 -0.67949  -0.2549
H11 1.31066 -0.77365 -0.15801  0.1130
H12 2.14021 2.11471 -1.16837  0.4753
H13 2.08369 0.68685 -2.31980  0.3603
H14 4.44044 -1.49039 0.47972  0.3124
H15 3.11326 -1.76636 -0.82009  0.3993
H16 4.90699 -1.78773 -1.31947  0.4387
H17 4.81219 2.06954 -2.68740  0.4256
H18 4.95313 0.34610 -3.24238  0.4104
H19 7.18788 1.03297 -3.06865  0.3860
H20 6.53397 2.65807 -0.46324  0.2224
H21 8.22828 2.18158 -0.96037  0.3713
H22 7.19726 3.28727 -2.03753  0.3373
O1 -2.46978 -1.57163 3.28241  -0.5216
C11 -3.49503 -2.21531 3.27334  0.6823
O2 -4.61430 -1.68793 3.77820  -0.2878
C12 -5.91717 -2.28698 3.67175  -0.2968
C13 -6.13712 -3.31504 4.76245  -1.0601
C14 -3.50747 -3.63755 2.78316  -1.0959
H23 -6.07986 -2.69412 2.67089  0.3590
H24 -6.63307 -1.47457 3.79534  0.2997
H25 -5.42603 -4.14089 4.68951  0.3172
H26 -7.14712 -3.72404 4.70607  0.3943
H27 -5.99546 -2.86199 5.74602  0.2696
H28 -3.15347 -4.29249 3.58078  0.2791
H29 -2.83583 -3.71412 1.92768  0.2917
H30 -4.48273 -3.97738 2.44069  0.4232
O3 -7.38475 0.25008 4.63864  -0.6412
C15 -6.72834 1.15757 5.09079  0.7795
O4 -6.50381 2.25332 4.35167  -0.3394
C16 -5.88316 3.44757 4.84767  -0.4657
C17 -4.37229 3.33782 4.80359  -0.8858
C18 -6.07999 1.03770 6.44206  -1.0008
H31 -6.25801 3.69778 5.84223  0.3593
H32 -6.20351 4.25364 4.18608  0.3285
H33 -4.00782 2.52884 5.43910  0.2530
H34 -3.90926 4.26980 5.13278  0.3734
H35 -4.03647 3.11753 3.78786  0.2744
H36 -5.15239 0.47116 6.34273  0.2221
H37 -6.76081 0.50402 7.10493  0.3369
H38 -5.87214 1.99385 6.91855  0.3753
O5 -0.85901 0.28468 -2.61757  -0.5773
C19 -2.03314 0.03943 -2.42382  0.9248
O6 -2.98378 0.80556 -2.97853  -0.4546
C20 -4.38853 0.50406 -2.94843  -0.4693
C21 -5.02256 0.98168 -1.65768  -0.9371
C22 -2.43948 -1.06611 -1.48852  -1.1835
H39 -4.56351 -0.55692 -3.13637  0.3902
H40 -4.83266 1.04256 -3.78639  0.3747
H41 -4.59363 0.48080 -0.78741  0.1674
H42 -6.09773 0.79626 -1.66663  0.3784
H43 -4.85130 2.05176 -1.52264  0.3192
H44 -2.38860 -0.70100 -0.46066  0.2122
H45 -1.74369 -1.89601 -1.61247  0.3254
H46 -3.43283 -1.46524 -1.68268  0.4366
O7 -3.81470 0.16227 -8.25139  -0.5927
C23 -2.79772 0.65286 -7.82786  0.7339
O8 -2.17999 0.10591 -6.76997  -0.4566
C24 -0.88687 0.50921 -6.29356  0.2767
C25 -0.99591 1.70655 -5.37329  -0.5283
C26 -2.25580 1.92801 -8.41444  -0.7920
H47 -0.19976 0.67667 -7.12322  -0.0942
H48 -0.48997 -0.33814 -5.73176  0.3343
H49 -1.40675 2.57723 -5.89005  0.3183
H50 -0.01632 1.97471 -4.97317  0.2855
H51 -1.66175 1.48649 -4.54278  -0.1214
H52 -2.79278 2.77488 -7.98453  0.2448
H53 -2.41698 1.90727 -9.49211  0.3205
H54 -1.18568 2.06254 -8.26469  0.2112
O9 2.30231 0.54124 -7.28110  -0.5763
C27 2.39627 0.26031 -8.45253  0.9690
O10 1.28821 0.12395 -9.19481  -0.4118
C28 1.28306 -0.04263 -10.62113  -0.4113
C29 1.48809 -1.49425 -11.00318  -1.0283
C30 3.73640 -0.02805 -9.07154  -1.2505
H55 2.00743 0.62373 -11.09400  0.3615
H56 0.29860 0.28151 -10.96125  0.3427
H57 2.45669 -1.86747 -10.66512  0.2759
H58 1.42966 -1.61837 -12.08572  0.3793
H59 0.72663 -2.12187 -10.53552  0.3180
H60 4.01902 -1.05753 -8.84628  0.2806
H61 4.46975 0.65152 -8.63803  0.3242
H62 3.76865 0.12961 -10.14773  0.3612
O11 1.87441 -6.73141 6.70505  -0.5560
C31 2.76747 -6.28787 6.03159  0.7046
O12 2.68228 -5.03548 5.54564  -0.3644
C32 3.74931 -4.35425 4.87825  -0.5115
C33 3.79461 -4.71905 3.40798  -0.8014
C34 3.94188 -7.14684 5.64791  -0.8743
H63 4.70121 -4.52776 5.38454  0.4118
H64 3.53816 -3.28804 4.97661  0.3126
H65 3.98559 -5.78362 3.26164  0.3092
H66 4.57688 -4.15511 2.89506  0.3032
H67 2.83489 -4.50200 2.93307  0.2247
H68 3.66508 -7.76925 4.79553  0.2386
H69 4.19311 -7.78475 6.49460  0.3056
H70 4.84225 -6.58338 5.40866  0.3120
O13 0.03555 5.38785 6.29062  -0.5678
C35 0.89793 5.13201 5.49103  0.6932
O14 1.03960 3.87281 5.03782  -0.3521
C36 1.91423 3.49194 3.97055  0.4511
C37 3.32563 3.26697 4.47456  -1.0329
C38 1.88137 6.18465 5.05638  -0.8718
H71 1.86925 4.21383 3.15141  0.3023
H72 1.52282 2.55388 3.57644  -0.4924
H73 3.75315 4.17813 4.89660  0.3471
H74 3.97363 2.92500 3.66449  0.2634
H75 3.33061 2.51802 5.26936  0.3417
H76 2.66539 6.27300 5.80999  0.2588
H77 1.35404 7.13419 4.97058  0.3015
H78 2.33252 5.99353 4.08404  0.3059

LUMO level (eV): -3.00
Frontier orbital gap (hartree): 0.3055
Energy (hartree): -3449.25542
Total charge: +1

---

No. 2
Formula: C4H14NO2
Source: OMol25
Level of theory: ωB97M-V with the def2-TZVPD basis set

Last column: Mulliken charge in e.
CARTESIAN COORDINATES (ANGSTROEM)
C1 1.93632 0.18931 2.20312  -1.1805
C2 1.77361 -0.53346 0.88273  -0.2414
C3 0.40504 -1.30051 0.91030  -0.4652
C4 -1.06848 -1.20919 -1.08090  -0.1671
N1 -0.51820 -0.67289 -0.07852  0.0295
H1 1.51555 1.20996 2.23846  0.3187
H2 3.00489 0.34013 2.25639  0.3556
H3 1.48162 -0.26283 3.23663  0.3238
H4 2.61552 -1.28315 0.87773  0.3276
H5 1.71485 0.22663 0.02473  0.2286
H6 -0.09463 -0.82095 1.89602  0.2226
H7 0.24173 -2.40873 0.84480  0.3888
H8 -0.93143 -2.35053 -1.25470  0.2528
H9 -1.83030 -0.69801 -1.88548  0.2238
H10 -0.58956 0.34860 0.08047  0.3915
H11 -2.17661 1.57097 1.37156  0.3033
H12 -1.64321 2.52477 0.29067  0.3047
O1 -1.43629 1.71197 0.77491  -0.6391
H13 -1.14447 1.78925 -3.24294  0.3374
H14 0.13774 1.04620 -3.81339  0.3231
O2 -0.68287 0.86317 -3.25776  -0.6386

LUMO level (eV): -3.79
Frontier orbital gap (hartree): 0.4186
Energy (hartree): -365.72404
Total charge: +1
Energy above the lowest of the compared OMol25 structures with the same formula, charge and spin (eV): 2.903

---

No. 3
Formula: C43H32AsCl5F6HfNO2P2
Source: OMol25
Level of theory: ωB97M-V with the def2-TZVPD basis set

Last column: Löwdin spin population.
CARTESIAN COORDINATES (ANGSTROEM)
Hf1 -0.24047 -1.73617 0.79543  0.0000
C1 0.13183 0.18676 3.34630  0.0002
P1 -0.61339 0.99223 1.84979  0.0006
C2 -2.22215 1.59521 2.42432  0.0001
C3 -2.77583 2.72631 1.82258  0.0005
C4 -4.02258 3.19087 2.21039  0.0000
C5 -4.72688 2.53538 3.21171  0.0001
C6 -4.17641 1.42162 3.82626  0.0000
C7 -2.93133 0.95146 3.43418  0.0001
C8 0.39482 2.48658 1.69531  0.0000
C9 0.42030 3.45484 2.69962  0.0001
C10 1.20149 4.58711 2.55769  0.0000
C11 1.95338 4.77069 1.40257  0.0001
C12 1.92437 3.81903 0.39689  0.0002
C13 1.14859 2.67496 0.54370  0.0031
C14 1.47334 -0.29433 2.90030  0.0000
C15 2.72254 -0.05662 3.38626  0.0000
C16 3.63881 -0.71258 2.50423  0.0000
C17 2.90013 -1.29757 1.51920  0.0000
C18 3.33908 -2.02807 0.28931  0.0002
P2 2.29309 -1.43989 -1.10386  0.0010
C19 2.55265 -2.63155 -2.44500  0.0002
C20 3.67789 -3.45253 -2.50068  0.0000
C21 3.84617 -4.34153 -3.55093  0.0000
C22 2.90043 -4.40871 -4.56498  0.0000
C23 1.78291 -3.58854 -4.52528  0.0000
C24 1.60871 -2.70943 -3.46725  0.0000
C25 3.15526 0.04961 -1.70804  0.0006
C26 3.15882 0.34501 -3.07076  0.0004
C27 3.80500 1.47596 -3.54565  0.0000
C28 4.46821 2.31922 -2.66657  0.0001
C29 4.46684 2.03312 -1.30951  0.0001
C30 3.80005 0.91562 -0.82546  0.0000
N1 1.54713 -1.05662 1.73612  0.0000
H1 -0.48508 -0.64189 3.69937  0.0000
H2 0.21554 0.91724 4.15240  0.0000
H3 -2.22146 3.26194 1.06017  0.0005
H4 -4.44096 4.06904 1.73560  0.0000
H5 -5.70120 2.89540 3.51499  0.0000
H6 -4.72087 0.90706 4.60738  0.0000
H7 -2.52547 0.07632 3.92413  0.0000
H8 -0.18338 3.32695 3.59114  0.0000
H9 1.21731 5.33346 3.34126  0.0000
H10 2.55447 5.66340 1.28672  0.0000
H11 2.49453 3.96431 -0.50898  0.0000
H12 1.12023 1.93904 -0.25266  0.0044
H13 2.96029 0.52612 4.26181  0.0000
H14 4.71519 -0.72950 2.57720  0.0000
H15 3.18219 -3.10955 0.36522  0.0000
H16 4.40166 -1.85621 0.10740  0.0000
H17 4.43145 -3.40104 -1.72497  0.0000
H18 4.71955 -4.97987 -3.57737  0.0000
H19 3.03292 -5.10591 -5.38185  0.0000
H20 1.03366 -3.64563 -5.30356  0.0000
H21 0.71816 -2.09450 -3.42970  -0.0002
H22 2.67546 -0.32540 -3.77121  0.0000
H23 3.80224 1.68527 -4.60744  0.0000
H24 4.98579 3.19327 -3.04007  0.0000
H25 4.98724 2.68159 -0.61668  0.0000
H26 3.79562 0.72232 0.23943  0.0000
Cl1 -6.30838 -3.29860 3.28510  0.0000
C31 -4.60546 -3.19029 3.05406  0.0000
C32 -3.74802 -4.07822 3.70579  0.0000
Cl2 -4.38724 -5.29139 4.74748  0.0000
C33 -2.36909 -3.99331 3.51680  0.0000
Cl3 -1.26836 -5.07390 4.28023  0.0000
C34 -1.85283 -3.00197 2.69862  0.0000
O1 -0.53290 -2.81255 2.44576  0.0000
C35 -2.71639 -2.12953 2.04101  0.0000
O2 -2.11094 -1.21616 1.25198  0.0000
C36 -4.08848 -2.21368 2.20431  0.0000
Cl4 -5.09074 -1.13574 1.31603  0.0000
Cl5 -3.87469 5.50127 -3.99326  0.0402
C37 -3.02665 4.08205 -3.45617  0.1328
C38 -2.04900 3.52208 -4.27126  -0.0185
C39 -1.37629 2.39704 -3.84546  0.1160
C40 -1.65822 1.80900 -2.59172  0.0497
C41 -0.97760 0.67175 -2.12764  0.5076
C42 -2.66803 2.40152 -1.80012  0.1146
C43 -3.34493 3.52402 -2.22280  -0.0189
H27 -1.82950 3.97354 -5.22872  -0.0038
H28 -0.61247 1.95616 -4.47411  0.0046
H29 -1.17600 0.34603 -1.11432  0.0294
H30 -0.23791 0.14887 -2.71506  0.0305
H31 -2.92986 1.93981 -0.85528  0.0045
H32 -4.12307 3.96848 -1.61743  -0.0038
F1 -0.47261 -2.38942 -1.30990  0.0015
As1 -1.56429 -3.93198 -1.46118  0.0002
F2 -1.95021 -3.47462 -3.05138  0.0006
F3 -2.79857 -2.92739 -0.82063  0.0006
F4 -2.54133 -5.30349 -1.30546  0.0000
F5 -0.88407 -4.03817 0.19211  0.0001
F6 -0.19374 -4.79183 -1.99526  0.0000

LUMO level (alpha / beta) (eV): -0.01 / -0.94
Spin multiplicity: 2
Frontier orbital gap (alpha / beta) (hartree): 0.2797 / 0.2646
Energy (hartree): -7729.95736
Energy above the lowest of the compared OMol25 structures with the same formula, charge and spin (eV): 0.471

---

No. 4
Formula: C20H60N4O11
Source: OMol25
Level of theory: ωB97M-V with the def2-TZVPD basis set

Last column: Mulliken charge in e.
CARTESIAN COORDINATES (ANGSTROEM)
O1 0.85243 -2.40671 -2.13327  -0.3243
H1 -0.04057 -2.87971 -2.19827  0.4722
H2 0.80543 -1.93771 -1.14727  0.0589
H3 1.20843 -1.83671 -2.83827  0.4101
C1 0.08243 -0.28271 0.01573  0.7829
O2 -0.76657 -0.43871 -0.91327  -0.4769
O3 -0.08557 0.78929 0.84273  0.1071
O4 1.17343 -0.85171 -0.00227  -0.8795
H4 -0.86457 1.16529 0.72973  0.1493
C2 3.23943 0.25929 3.85173  -1.1869
C3 3.53143 0.53129 2.43373  1.3780
C4 4.83343 1.04229 2.12173  -0.6224
O5 5.16643 2.10229 3.04073  -0.3427
C5 6.56843 2.59729 2.83773  -0.8014
N1 3.37843 -0.76871 1.80273  -0.6594
H5 2.17843 -0.15771 3.86273  -0.0108
H6 2.96143 1.29829 4.20673  0.3365
H7 4.09843 -0.16071 4.34473  0.4038
H8 2.59343 1.11729 2.07373  -0.3076
H9 4.95443 1.48429 1.09173  0.2205
H10 5.62243 0.18929 2.20573  0.3325
H11 6.76243 2.99829 1.82173  0.2817
H12 7.19943 1.76229 3.09673  0.3053
H13 6.68543 3.41229 3.37673  0.3304
H14 3.62843 -0.66171 0.71873  0.2190
H15 2.38943 -1.01671 1.57973  -0.0159
C6 2.16343 -6.21971 1.95973  -1.2142
C7 2.08443 -4.81271 1.48573  0.5006
C8 0.60043 -4.22071 1.41573  0.3243
O6 0.02143 -4.94771 0.32173  -0.3810
C9 -1.37357 -4.42271 0.08273  -0.4547
N2 2.74043 -3.90071 2.37673  -0.6377
H16 3.36843 -6.36671 2.17273  0.3090
H17 1.80143 -7.15171 1.25673  0.2258
H18 1.64743 -6.20871 3.00473  0.2718
H19 2.79643 -4.83471 0.47573  0.1774
H20 0.56943 -3.11371 1.28373  -0.2878
H21 -0.08657 -4.62371 2.41073  0.1512
H22 -1.31957 -3.41771 -0.09627  -0.0141
H23 -2.16757 -4.52671 0.84073  0.2939
H24 -1.81957 -5.04771 -0.70527  0.3184
H25 2.71743 -3.06771 2.18173  0.2548
H26 3.84543 -4.06971 2.36973  0.2969
C10 -1.64857 3.38929 -1.22527  0.2063
C11 -2.60857 4.03129 -0.17227  0.6091
C12 -2.27057 3.69029 1.21573  -1.0402
O7 -2.47557 2.32929 1.47173  -0.2044
C13 -2.12657 1.92529 2.80773  -0.8607
N3 -2.43457 5.38829 -0.27827  -0.7957
H27 -0.62157 4.00729 -1.21727  -0.0420
H28 -2.05957 3.56629 -2.32127  0.0992
H29 -1.44257 2.36929 -1.12127  -0.5797
H30 -3.70357 3.74629 -0.30527  0.2707
H31 -2.62657 4.18829 2.00273  0.6907
H32 -1.11657 4.00829 1.30373  0.1354
H33 -2.56057 0.84029 2.95173  0.1412
H34 -2.28757 2.71729 3.56873  0.3118
H35 -1.10457 2.00929 2.85573  0.4297
H36 -2.82857 5.70229 -1.16627  0.2825
H37 -1.54757 5.57229 -0.30527  0.2747
C14 -0.82257 0.91429 -6.09227  -1.6055
C15 -1.39757 0.97029 -4.69927  0.8220
C16 -2.87057 0.18229 -4.66827  -0.2259
O8 -3.85957 0.97829 -5.36427  -0.3639
C17 -5.31657 0.61229 -5.14527  -1.0679
N4 -0.80057 0.18029 -3.70427  -0.2977
H38 -1.28657 1.47929 -6.80327  0.4495
H39 -0.83057 -0.06371 -6.44827  0.3513
H40 0.10843 1.40529 -6.01427  0.4599
H41 -1.81057 2.10029 -4.34627  -0.1523
H42 -3.17557 0.16129 -3.58227  0.0310
H43 -2.91357 -0.79171 -5.16727  0.2854
H44 -5.81157 0.87329 -4.30627  0.3863
H45 -5.53957 -0.29671 -5.51027  0.4247
H46 -5.97157 1.10029 -5.88827  0.3424
H47 0.29143 0.48829 -3.55927  0.2245
H48 -1.33757 0.39629 -2.76327  -0.1704
C18 2.37443 2.72329 -1.57127  -1.0271
O9 1.14143 2.05329 -1.63727  -0.3369
H49 3.14243 2.43929 -0.99727  0.2278
H50 1.88543 3.58129 -1.49827  0.4828
H51 2.82043 2.80729 -2.51227  0.3263
H52 0.95643 1.54129 -0.79527  0.3404
C19 -0.76057 -1.56071 3.98973  -0.1446
O10 -1.85457 -1.94271 4.67773  -0.5179
H53 -0.12057 -2.42271 3.85373  0.2050
H54 0.05643 -0.96871 4.60773  0.1792
H55 -0.97557 -0.89871 3.08173  -0.1306
H56 -1.65357 -2.81571 4.97373  0.3526
C20 -4.27857 -0.11771 -0.13027  -0.4360
O11 -3.44357 -0.61971 -1.18827  -0.4782
H57 -3.98057 0.80329 0.17973  -0.0845
H58 -4.34757 -0.80871 0.62573  0.3541
H59 -5.27457 0.18329 -0.47827  0.3408
H60 -2.62457 -0.54471 -0.84427  0.2299

LUMO level (eV): -0.27
Frontier orbital gap (hartree): 0.3130
Energy (hartree): -1844.10618
Energy above the lowest of the compared OMol25 structures with the same formula, charge and spin (eV): 1.745